Below is a structure of composition C41H40F10MnN3O2SSi in a non-equilibrium geometry, with properties calculated with the ωB97M-V functional and the def2-TZVPD basis.

## Properties
Expectation value of S²: 0.80
HOMO energy (spin up / spin down) in eV: -10.585 / -10.242
Strongest force on any atom in eV/Å: 2.8
Net charge: +1
Spin multiplicity: 2

Last column: Mulliken charge in e.
Geometry (Å):
H 0.574 -3.071 2.874  0.371
C -1.531 -2.417 0.769  -0.504
C -1.873 -0.266 6.304  0.984
H -2.642 2.990 -3.975  0.503
C -2.580 1.130 1.024  -1.536
H 2.018 -2.674 1.899  0.294
C 1.463 -2.445 2.807  -1.317
C 2.264 -0.868 -3.927  -0.572
H -3.145 -4.132 -4.184  0.421
H 2.092 -2.554 3.687  0.483
C 3.960 -1.494 -0.719  -0.094
H -3.674 0.665 6.966  0.313
F -3.753 -5.222 1.158  -0.335
C -0.589 0.278 6.340  -0.863
H -3.210 -3.179 -1.902  0.427
C 3.076 0.587 0.260  -1.261
H -2.192 3.264 1.135  0.605
C -2.314 -1.281 1.050  -1.038
C -0.090 -0.688 4.213  -0.448
C -0.013 3.302 -3.229  -2.076
C 5.474 0.244 -0.011  0.317
C -2.594 -2.719 -2.667  -0.679
H -3.058 1.203 2.004  0.371
C -1.339 -1.294 4.182  0.443
H -1.569 2.450 -0.323  -0.366
S 0.974 -0.708 2.767  1.681
H 1.548 -1.627 -4.213  0.365
C -2.560 -3.254 -3.946  -0.838
H 2.319 2.602 2.097  0.436
H -0.081 3.368 -2.140  0.325
F -1.131 -4.711 0.511  -0.351
N -0.400 2.147 1.367  0.492
C -3.287 -3.978 1.131  0.704
H -2.429 2.163 -2.425  0.088
H -2.712 1.224 -3.895  0.315
N 1.943 1.227 0.571  2.143
H 0.634 1.683 -5.438  0.301
F -4.530 -0.651 1.745  -0.367
H -1.866 -1.160 -1.382  0.469
C -4.107 -2.905 1.436  0.479
O 2.177 0.082 3.105  -0.787
F 3.736 -2.676 -1.248  -0.372
F 4.705 2.188 0.955  -0.334
C 4.418 1.026 0.402  0.566
F 6.269 -1.727 -0.983  -0.346
C 4.546 -0.108 -3.842  -0.694
C -1.777 -2.653 -4.923  -0.987
C 2.790 1.212 -2.864  0.087
C -2.220 -1.085 5.228  -0.926
F -5.367 -3.132 1.782  -0.338
C 0.576 3.156 0.900  -0.223
C 4.135 1.029 -3.161  -1.085
H 1.042 3.318 -3.511  0.347
C 5.260 -1.008 -0.582  0.578
H -3.197 -1.553 5.206  0.482
H -0.877 3.216 3.121  0.274
H -1.212 1.480 3.200  0.122
C -1.022 -1.528 -4.620  -0.686
O -0.136 0.810 -1.228  1.806
F 1.670 -1.135 -0.406  -0.072
C -0.423 1.887 -5.248  -1.776
H -1.021 1.085 -5.679  0.314
C -0.707 2.051 -3.758  2.240
C 0.300 0.079 5.297  -0.758
C -1.839 -1.594 -2.372  0.141
Mn 0.225 0.328 0.614  -0.041
H -0.288 0.880 7.188  0.355
F -0.239 -2.167 0.415  0.261
H -0.418 -1.082 -5.400  0.408
H -2.413 0.592 8.198  0.357
H -0.680 2.809 -5.784  0.487
C -2.208 2.105 -3.494  -1.504
H 4.864 1.776 -2.864  0.535
H 0.457 2.058 3.295  0.552
H 2.673 3.204 0.474  0.645
H 0.455 4.091 1.450  0.484
C -2.874 0.047 7.377  -1.484
H -3.334 -0.859 7.770  0.383
C 2.930 -0.706 -0.300  0.331
C -0.513 2.226 2.834  -1.349
H -0.483 4.199 -3.650  0.553
H -1.627 -1.925 3.349  0.043
H 2.481 2.102 -2.322  0.237
H 0.389 3.341 -0.156  -0.148
H 5.593 -0.253 -4.077  0.494
N -1.725 -0.057 0.940  2.105
C 3.609 -1.058 -4.221  -0.960
C 1.829 0.275 -3.250  1.375
C 1.982 2.598 1.057  -1.451
H 1.291 0.517 5.308  0.508
H -3.372 1.083 0.272  0.695
C -1.034 -0.983 -3.334  0.369
C -1.969 -3.719 0.796  -0.047
C -3.644 -1.600 1.400  0.257
H 3.920 -1.952 -4.746  0.416
F 6.705 0.692 0.128  -0.318
Si 0.004 0.499 -2.787  -1.920
H -1.753 -3.065 -5.924  0.422
C -1.725 2.354 0.749  -0.308

***

Below is a structure of composition C41H40FeN5S4Se, with properties calculated with the ωB97M-V functional and the def2-TZVPD basis.

## Properties
Expectation value of S²: 8.88
Energy relative to the best compared isomer or geometry (same formula, charge and spin) in kJ/mol: 41.89
HOMO energy (spin up / spin down) in eV: -6.499 / -7.313
Strongest force on any atom in eV/Å: 0.5
Spin multiplicity: 6

Last column: Mulliken charge in e.
Geometry (Å):
H 1.513 0.353 4.847  0.238
H 3.759 -2.233 0.076  0.314
H -2.119 -1.403 4.877  0.447
H -2.154 -4.713 2.152  0.361
H -4.205 -1.880 1.799  0.447
H 0.154 -5.933 0.577  0.464
C -6.304 -3.537 3.882  -0.396
C -3.890 0.916 -2.770  -0.970
H 5.878 -1.849 1.609  0.365
C -1.123 -4.535 2.476  -0.846
C -1.540 4.083 -0.162  -0.395
H 5.626 2.103 -4.207  0.352
Fe -0.245 0.065 -0.595  0.164
C 3.768 -1.152 0.237  -0.931
H -5.179 -0.206 -4.058  0.420
C 2.564 -4.215 2.278  0.323
C -5.808 -2.981 2.708  -0.755
C -1.095 -3.505 3.581  -0.755
C -0.395 -2.742 1.004  -0.072
C 2.220 0.995 -3.080  0.157
H 6.367 2.028 -1.931  0.384
H 4.413 -5.844 4.600  0.411
H 4.572 -0.733 -0.361  0.070
H 5.102 2.424 -0.752  0.244
S -1.577 -0.257 1.264  -0.334
N -0.318 -4.059 1.369  0.167
H -5.961 -3.853 5.975  0.375
H 1.254 -7.329 2.128  0.399
H 7.657 -1.169 3.601  0.370
H 3.736 1.794 -5.833  0.400
H 6.906 -1.345 5.190  0.376
C -2.738 0.864 -1.989  1.134
C 2.855 -6.724 3.425  -0.596
C -1.053 1.840 -0.470  0.390
C 4.371 1.525 -2.548  0.904
H -4.448 1.839 -2.848  0.433
C 5.187 -1.300 2.241  -0.716
C -3.542 -1.387 -3.319  -0.863
C 1.740 -5.260 1.864  0.366
N 2.396 1.230 -4.393  -0.487
H -3.824 -2.294 -3.836  0.433
C -4.291 -0.223 -3.440  -0.433
C -5.579 -3.424 5.058  -0.652
H 6.871 -2.681 4.034  0.317
C 3.409 0.096 3.860  0.584
C -2.520 -1.503 3.865  -1.572
C -3.858 -2.202 3.891  0.684
H -0.700 -5.474 2.832  0.437
H -3.794 -2.668 5.981  0.382
C 3.601 1.610 -4.771  -0.234
C 2.488 0.839 4.787  -1.564
Se 1.441 0.538 1.869  0.186
C -2.410 -1.358 -2.526  -0.552
S -2.798 3.583 -1.209  -0.299
H 0.165 3.193 0.802  0.337
C 3.518 -4.423 3.260  -0.453
C -4.593 -2.317 2.713  -0.137
H 2.964 -7.705 3.869  0.377
H -1.775 -2.227 -2.401  0.474
N 3.160 1.128 -2.145  -0.231
H -2.618 -0.502 3.450  0.517
C 1.892 -6.511 2.446  -0.421
N -1.562 -2.240 3.053  0.251
H 2.918 0.885 5.786  0.392
H 4.844 -0.210 5.409  0.278
C 3.999 -0.845 1.679  1.069
C 3.666 -5.681 3.834  -0.650
C 5.427 1.695 -1.494  -1.024
H -0.071 -3.401 3.961  0.299
C 3.096 -0.124 2.493  0.246
C 6.806 -1.595 4.135  -1.617
C -4.359 -2.759 5.060  -0.235
H -1.747 -3.803 4.401  0.459
C 4.607 -0.384 4.365  -0.972
C -0.689 3.067 0.152  -0.831
C 4.648 1.782 -3.880  -0.679
C 0.659 -5.001 0.838  -1.524
H 5.602 0.753 -0.975  0.230
C -1.155 -1.850 1.816  0.402
H 2.446 -3.234 1.834  0.230
H 2.309 1.856 4.436  0.327
H 2.844 -0.736 -0.141  -0.240
C -2.183 1.975 -1.230  0.315
C 5.511 -1.081 3.571  0.744
N -2.022 -0.266 -1.877  0.553
S 0.419 -2.177 -0.404  -0.352
H -1.498 5.109 0.166  0.476
S 0.558 0.535 -2.753  -0.396
H 4.145 -3.600 3.574  0.414
H -7.254 -4.053 3.879  0.378
H -6.374 -3.062 1.789  0.414
H 1.074 -4.580 -0.075  0.504

***

Number 1: electronic energy -4738.1301 hartree. Number 2: electronic energy -7118.0369 hartree.